# C38H83Cr2N5O26PS3

A structure of composition C38H83Cr2N5O26PS3 in a non-equilibrium geometry (ωB97M-V/def2-TZVPD, the OMol25 dataset).

Properties
Highest occupied orbital energy (alpha / beta)   -0.39529 / -0.39656 Eh
⟨S²⟩   12.0576
E_tot   -200074.89502 eV
Total charge   +1
2S+1   7

```
158
C38H83Cr2N5O26PS3, DFT ωB97M-V/def2-TZVPD
Cr 3.434 -2.143 -1.161
Cr 1.322 2.704 -0.481
P 2.230 0.272 -0.744
O 3.532 -0.433 -0.138
O 1.982 -0.941 -1.714
O 2.336 1.507 -1.763
O 1.019 0.773 0.073
C 5.590 -3.775 -2.575
O 4.805 -2.685 -2.201
H 6.081 -4.238 -1.661
H 5.085 -4.440 -3.254
H 6.451 -3.327 -3.067
C 0.002 2.908 -2.837
O 0.162 3.296 -1.565
H -0.400 3.668 -3.577
H 0.864 2.344 -3.084
H -0.821 2.170 -2.977
O -1.415 5.496 2.842
S -1.607 6.860 2.432
O -0.660 7.851 2.822
O -1.781 6.765 0.832
C -1.009 7.696 -0.024
C 0.304 6.959 -0.538
C -3.262 7.426 2.793
H -0.829 8.653 0.480
H -1.691 7.919 -0.869
H 0.071 6.222 -1.272
H 0.877 6.446 0.250
H 1.054 7.617 -0.973
H -3.466 7.382 3.915
H -4.034 6.893 2.209
H -3.280 8.498 2.585
O -2.306 -2.098 -0.026
S -3.051 -1.167 -0.851
O -4.074 -1.663 -1.688
O -3.578 -0.018 0.134
C -2.787 0.178 1.414
C -3.381 -0.593 2.495
C -1.753 -0.364 -1.871
H -2.791 1.247 1.585
H -1.746 -0.093 1.222
H -2.822 -0.486 3.409
H -3.341 -1.682 2.257
H -4.442 -0.389 2.649
H -1.124 0.438 -1.401
H -2.323 0.098 -2.749
H -1.293 -1.268 -2.231
O -3.379 -5.684 -0.117
S -3.472 -6.276 1.173
O -2.332 -6.491 1.970
O -4.411 -5.294 1.988
C -5.417 -4.530 1.259
C -6.541 -4.390 2.224
C -4.392 -7.720 1.135
H -5.794 -4.985 0.350
H -4.874 -3.593 0.938
H -6.217 -3.797 3.062
H -6.820 -5.421 2.575
H -7.429 -3.928 1.761
H -4.076 -8.280 0.252
H -5.462 -7.525 1.100
H -4.117 -8.270 2.013
O 4.507 1.543 3.635
C 3.659 0.756 3.978
O 3.595 0.368 5.301
C 2.543 -0.528 5.508
C 1.574 -0.310 4.293
C 2.542 0.129 3.222
H 2.073 -0.239 6.430
H 2.972 -1.580 5.554
H 0.859 0.475 4.563
H 1.026 -1.213 4.007
H 2.019 0.844 2.564
H 2.889 -0.620 2.514
O -1.374 -7.578 -1.074
C -2.078 -7.325 -1.990
O -3.284 -7.930 -2.072
C -4.107 -7.279 -3.022
C -3.157 -6.682 -4.045
C -1.829 -6.447 -3.238
H -4.698 -6.538 -2.508
H -4.824 -8.037 -3.428
H -3.639 -5.749 -4.390
H -3.048 -7.341 -4.927
H -1.740 -5.429 -2.914
H -0.968 -6.734 -3.843
O 1.092 3.112 1.474
C 1.426 3.865 2.394
O 1.811 5.083 2.084
C 1.898 5.930 3.216
C 2.312 4.969 4.338
C 1.552 3.681 3.904
H 0.930 6.314 3.450
H 2.463 6.815 2.960
H 1.902 5.316 5.342
H 3.384 4.713 4.370
H 0.572 3.669 4.392
H 2.041 2.735 4.168
C 4.021 5.630 0.077
C 3.712 4.414 -0.651
O 3.154 3.414 -0.089
N 4.136 4.369 -1.930
C 3.860 3.331 -2.931
H 3.175 5.781 0.712
H 4.129 6.524 -0.621
H 4.846 5.582 0.758
H 4.671 5.182 -2.287
H 3.608 2.426 -2.429
H 4.747 3.296 -3.560
H 3.004 3.688 -3.481
C 2.062 -0.763 -5.151
C 0.912 -0.177 -6.077
O 0.876 -0.483 -7.258
N 0.015 0.761 -5.532
C -1.153 1.263 -6.254
H 2.008 -1.850 -5.010
H 2.079 -0.207 -4.220
H 3.037 -0.529 -5.643
H 0.085 0.859 -4.560
H -0.911 2.264 -6.688
H -1.985 1.357 -5.578
H -1.458 0.461 -6.934
C 0.423 -3.536 0.351
C 1.522 -4.328 -0.301
O 2.373 -3.882 -1.149
N 1.496 -5.592 -0.011
C 2.429 -6.529 -0.634
H 0.817 -3.064 1.211
H -0.320 -4.291 0.629
H -0.133 -2.904 -0.374
H 0.627 -5.926 0.410
H 3.389 -6.518 -0.089
H 2.625 -6.191 -1.622
H 1.975 -7.504 -0.699
C -4.721 3.234 1.971
C -5.494 4.385 1.335
O -5.595 5.547 1.691
N -6.100 3.957 0.233
C -7.119 4.691 -0.467
H -4.438 2.479 1.220
H -5.183 2.710 2.783
H -3.792 3.734 2.316
H -6.078 2.942 0.133
H -8.078 4.177 -0.210
H -6.930 4.702 -1.532
H -7.121 5.750 -0.259
C 6.274 -0.700 0.396
C 5.871 -2.111 0.668
O 4.732 -2.592 0.550
N 6.832 -2.871 1.219
C 6.551 -4.258 1.499
H 5.926 -0.165 1.311
H 5.659 -0.228 -0.344
H 7.367 -0.523 0.309
H 7.821 -2.545 1.119
H 5.692 -4.248 2.175
H 7.470 -4.651 1.915
H 6.306 -4.804 0.581
```

These are the Mulliken partial charges, in e, on atoms 1 to 8: number 1, Cr, carries 0.742; number 2, Cr, carries 1.231; number 3, P, carries 0.923; number 4, O, carries 0.058; number 5, O, carries -0.426; number 6, O, carries -0.990; number 7, O, carries 0.279; number 8, C, carries -0.661